(1)
{
  "formula": "C12H24F6IO2P2Ti",
  "method": "ωB97M-V/def2-TZVPD",
  "energy_ha": -3050.01901,
  "charge": 3,
  "relative_energy_kcal_mol": 0.00,
  "e_lumo_ev": [-14.8, -14.8],
  "elements": ["C", "I", "H", "H", "H", "Ti", "P", "C", "C", "H", "H", "H", "H", "H", "H", "C", "H", "H", "H", "P", "C", "C", "H", "H", "H", "C", "H", "H", "H", "H", "H", "H", "C", "O", "C", "C", "O", "C", "F", "F", "F", "C", "F", "F", "F", "H", "H", "H"],
  "coordinates": [[0.2961, 0.2972, -2.9300], [3.2886, 0.3160, -0.4614], [1.2364, 0.3167, -3.5021], [-0.2883, 1.1990, -3.1615], [-0.2785, -0.5961, -3.2028], [0.7387, 0.3032, -0.9332], [0.7198, 2.9023, -0.9753], [-0.6822, 3.8452, -0.2700], [2.1310, 3.7509, -0.1844], [2.1433, 4.7875, -0.5455], [0.9929, 4.6812, -2.6481], [3.0738, 3.2516, -0.4421], [1.6997, 3.1249, -3.1872], [-0.7769, 3.6093, 0.7988], [2.0250, 3.7496, 0.9072], [0.8488, 3.5910, -2.6738], [-0.5332, 4.9296, -0.3879], [-0.0668, 3.3588, -3.2285], [-1.6146, 3.5454, -0.7641], [0.9016, -2.2794, -1.0364], [-0.5943, -3.1572, -0.4879], [1.2232, -2.9677, -2.6971], [3.1355, -2.5928, -0.1726], [2.3088, -4.1666, -0.4262], [1.9065, -3.1442, 0.9891], [2.1898, -3.1371, -0.0688], [2.1247, -2.5009, -3.1141], [1.3805, -4.0516, -2.5821], [-0.5604, -4.2137, -0.7916], [-1.4761, -2.6870, -0.9282], [0.3743, -2.7733, -3.3680], [-0.6856, -3.1032, 0.6044], [-1.5073, 0.5059, -0.3700], [-2.6272, 0.7435, -0.6883], [-1.4351, 0.4849, 3.7766], [-1.7251, -0.8495, 3.2674], [-0.6917, 0.1937, 0.5349], [-0.7232, -1.9211, 3.4397], [-0.3955, -2.1398, 4.7533], [-1.1365, -3.1149, 2.9159], [0.4713, -1.6205, 2.8002], [-3.0098, -1.1690, 2.6127], [-3.7584, -2.1159, 3.2529], [-3.7759, -0.0446, 2.5166], [-2.8265, -1.6322, 1.3244], [-0.3586, 0.5583, 3.9868], [-1.9884, 0.6761, 4.7180], [-1.6943, 1.2559, 3.0301]],
  "lowdin_charge": [-0.1957, 0.6908, 0.0639, 0.0203, 0.0337, 0.3209, 0.7526, -0.2339, -0.2629, 0.0780, 0.0835, -0.0010, 0.0696, 0.0509, 0.0670, -0.2196, 0.0851, 0.0573, 0.0534, 0.7310, -0.2283, -0.2186, -0.0030, 0.0797, 0.0500, -0.2525, 0.0709, 0.0796, 0.0895, 0.0511, 0.0621, 0.0233, -0.3534, 0.3361, 0.1141, 0.2050, -0.0334, -0.4760, 0.2236, 0.1775, 0.1540, -0.4816, 0.2356, 0.1826, 0.1686, 0.1422, 0.2063, 0.1500]
}

(2)
{
  "formula": "C3H11NO3S",
  "method": "ωB97M-V/def2-TZVPD",
  "energy_ha": -799.29680,
  "charge": 0,
  "relative_energy_kcal_mol": 183.81,
  "e_lumo_ev": -4.8,
  "elements": ["O", "C", "N", "C", "C", "S", "H", "H", "H", "H", "H", "H", "H", "H", "H", "O", "H", "H", "O"],
  "coordinates": [[2.6801, -1.0037, 0.1134], [1.5496, -1.3095, 0.4153], [0.4250, -1.1159, -0.3199], [-0.7773, -1.5455, 0.2746], [-1.6125, -0.2714, 0.5366], [-2.6116, 0.3169, -0.8635], [1.3903, -1.8047, 1.4070], [0.2154, -0.0637, 2.4231], [-1.2783, -2.2920, -0.3398], [-0.5629, -1.9827, 1.2655], [-2.2902, -0.1566, 1.3844], [-0.8502, 0.4853, 0.6426], [-1.6280, 0.9291, -1.5366], [2.6643, 0.5995, -0.6431], [1.4098, 1.4237, -0.7558], [2.3687, 1.5298, -0.7348], [0.1058, 1.3981, 1.7497], [1.2543, 2.0053, 1.1168], [0.2885, 2.1260, 1.1464]],
  "lowdin_charge": [0.0473, -0.4101, 0.1397, -0.3237, -0.5620, 0.7618, 0.1221, 0.2735, 0.1177, 0.0976, 0.0799, -0.0230, -0.1299, 0.0003, 0.0033, -0.0768, -0.0713, 0.0391, -0.0858]
}

(3)
{
  "formula": "C24H24F8O24",
  "method": "ωB97M-V/def2-TZVPD",
  "energy_ha": -3533.72948,
  "charge": 0,
  "relative_energy_kcal_mol": 32.76,
  "smiles": "O=C1OC[C@@H](F)O1.O=C1OC[C@@H](F)O1.O=C1OC[C@@H](F)O1.O=C1OC[C@@H](F)O1.O=C1OC[C@@H](F)O1.O=C1OC[C@@H](F)O1.O=C1OC[C@@H](F)O1.O=C1OC[C@@H](F)O1",
  "e_lumo_ev": -0.4,
  "elements": ["C", "C", "O", "C", "O", "O", "F", "H", "H", "H", "C", "C", "O", "C", "O", "O", "F", "H", "H", "H", "C", "C", "O", "C", "O", "O", "F", "H", "H", "H", "C", "C", "O", "C", "O", "O", "F", "H", "H", "H", "C", "C", "O", "C", "O", "O", "F", "H", "H", "H", "C", "C", "O", "C", "O", "O", "F", "H", "H", "H", "C", "C", "O", "C", "O", "O", "F", "H", "H", "H", "C", "C", "O", "C", "O", "O", "F", "H", "H", "H"],
  "coordinates": [[-1.1658, -1.5418, 6.2910], [-0.4353, -1.1230, 5.0235], [0.8117, -1.7385, 5.0845], [0.8286, -2.6061, 6.1466], [1.7510, -3.2957, 6.3785], [-0.2806, -2.4994, 6.8853], [-0.3092, 0.2443, 4.9560], [-2.0962, -2.0631, 6.0633], [-1.4377, -0.7175, 6.9460], [-0.9894, -1.3635, 4.1138], [3.0557, -4.8448, 1.6047], [2.6236, -3.5626, 2.2905], [2.3409, -2.6594, 1.2540], [2.8499, -3.1719, 0.0694], [2.9679, -2.5444, -0.9162], [3.3939, -4.3783, 0.2764], [3.6027, -3.0436, 3.0968], [2.2656, -5.5820, 1.5002], [3.9961, -5.2047, 2.0130], [1.7425, -3.7320, 2.9104], [1.6223, 2.1330, -4.7998], [1.4208, 1.0117, -3.7893], [2.4447, 0.1046, -4.1127], [3.0167, 0.4355, -5.3075], [3.8793, -0.2010, -5.8182], [2.5032, 1.5980, -5.7710], [0.2075, 0.3888, -3.8877], [1.9716, 3.0544, -4.3329], [0.6446, 2.4065, -5.2030], [1.5326, 1.3636, -2.7647], [-4.1609, 2.2318, -2.6809], [-4.0070, 3.5553, -1.9586], [-2.6774, 3.9024, -2.2473], [-1.9943, 2.7909, -2.6762], [-0.8158, 2.7514, -2.7694], [-2.8780, 1.9269, -3.2029], [-3.9897, 3.2221, -0.5980], [-4.7893, 2.3276, -3.5783], [-4.7153, 1.4555, -2.1594], [-4.7021, 4.3718, -2.0924], [0.0181, -0.6200, -0.3007], [-0.8572, -0.3764, 0.9211], [-2.1438, -0.1107, 0.4291], [-2.1851, -0.6298, -0.8457], [-3.1576, -1.0099, -1.4073], [-0.9601, -0.7220, -1.3521], [-0.3809, 0.5628, 1.8005], [0.6907, -1.4694, -0.2737], [0.6690, 0.2334, -0.5143], [-0.8196, -1.3208, 1.4876], [-5.4280, -1.4370, -3.2666], [-4.8018, -2.6946, -3.8465], [-4.2057, -2.2264, -5.0586], [-4.0505, -0.8840, -4.9908], [-3.4705, -0.1961, -5.7471], [-4.8155, -0.3874, -3.9954], [-5.7390, -3.6318, -4.1524], [-5.5314, -1.3820, -2.1894], [-6.4642, -1.3783, -3.6275], [-3.9851, -3.1945, -3.3287], [5.6973, -0.9519, 1.1068], [5.4772, -0.2089, 2.4309], [4.1228, 0.1876, 2.2771], [3.8649, 0.3472, 0.9501], [2.8997, 0.8487, 0.5074], [4.8457, -0.2345, 0.2366], [6.2628, 0.8854, 2.6069], [5.4710, -2.0056, 1.2708], [6.7407, -0.8552, 0.8118], [5.4902, -0.8699, 3.2965], [-0.6984, 3.6260, 1.4437], [0.2083, 3.3349, 2.6252], [0.0432, 4.4181, 3.4767], [-0.6767, 5.3913, 2.8472], [-0.8557, 6.4660, 3.2983], [-1.0807, 4.9870, 1.6366], [1.5163, 3.2564, 2.1976], [-1.5628, 2.9738, 1.4323], [-0.1302, 3.5086, 0.5243], [-0.0463, 2.3673, 3.0441]],
  "lowdin_charge": [-0.0328, -0.3121, 0.1356, -0.5603, 0.1948, 0.0926, 0.0515, 0.1369, 0.1438, 0.1556, -0.0164, -0.3069, 0.1060, -0.5549, 0.2085, 0.0793, 0.0649, 0.1421, 0.1464, 0.1621, -0.0698, -0.3166, 0.1338, -0.5356, 0.1754, 0.0881, 0.0581, 0.1393, 0.1378, 0.1545, -0.0781, -0.2422, 0.1270, -0.5208, 0.1857, 0.0965, 0.0181, 0.1423, 0.1313, 0.1688, -0.0146, -0.2955, 0.1423, -0.5345, 0.1799, 0.0912, 0.0630, 0.1151, 0.1294, 0.1625, -0.0738, -0.2838, 0.1380, -0.5586, 0.1985, 0.0386, 0.0661, 0.1272, 0.1440, 0.1670, -0.0558, -0.2948, 0.1223, -0.5585, 0.1844, 0.0878, 0.0828, 0.1289, 0.1443, 0.1633, -0.0547, -0.3165, 0.1503, -0.5570, 0.1859, 0.0937, 0.0547, 0.1261, 0.1431, 0.1371]
}